1.
# C5H6N

A gas-phase ion, C5H6N (charge +1) in a non-equilibrium geometry (the ωB97M-V functional and the def2-TZVPD basis, the Open Molecules 2025 dataset).

Calculated values
HOMO level: -15.13 eV
energy above the lowest of the compared OMol25 structures with the same formula, charge and spin: 162.8 kcal/mol
DFT total energy: -6758.1159 eV
F_max: 0.0839 Eh/bohr

Structure (ORCA input):
```
! wB97M-V def2-TZVPD RIJCOSX def2/J DEFGRID3
* xyz 1 1
C 1.20 -1.61 -0.12
N 0.33 -0.70 0.14
C 0.54 0.92 0.02
H 2.28 -1.21 -0.21
C -2.29 -0.51 0.41
H 1.12 0.93 -0.86
H -1.54 1.39 -0.91
H 0.90 1.25 0.91
H -1.26 1.53 0.82
C -0.98 1.07 -0.04
H 0.74 -2.60 -0.32
C -1.03 -0.47 0.16
*
```



2.
# C5H6N2

A molecular structure, C5H6N2 in a non-equilibrium geometry (the ωB97M-V functional and the def2-TZVPD basis, the Open Molecules 2025 dataset).

Calculated values
HOMO level: -9.52 eV
energy above the lowest of the compared OMol25 structures with the same formula, charge and spin: 103.9 kcal/mol
DFT total energy: -8257.8525 eV
F_max: 0.0409 Eh/bohr

Structure (ORCA input):
```
! wB97M-V def2-TZVPD RIJCOSX def2/J DEFGRID3
* xyz 0 1
H -0.24 1.10 1.19
H -0.81 -1.75 0.73
C 1.71 0.53 0.67
N 2.16 0.70 1.72
C -1.01 0.53 0.69
H -1.96 0.62 1.30
C -0.92 -0.87 0.10
H -1.88 -0.94 -0.44
C 1.16 0.37 -0.66
H 1.96 0.44 -1.41
H 0.08 -1.12 -1.91
N -0.23 0.93 -0.98
C 0.04 -0.53 -0.99
*
```



3.
# C5H6N2

C5H6N2 in the gas phase in a non-equilibrium geometry (the ωB97M-V functional and the def2-TZVPD basis, the Open Molecules 2025 dataset).

Calculated values
HOMO level: -9.98 eV
energy above the lowest of the compared OMol25 structures with the same formula, charge and spin: 60.0 kcal/mol
DFT total energy: -8259.7545 eV
F_max: 0.0258 Eh/bohr

Structure (ORCA input):
```
! wB97M-V def2-TZVPD RIJCOSX def2/J DEFGRID3
* xyz 0 1
C -0.25 0.02 -1.17
H 1.08 -1.85 -0.97
N -0.09 -1.02 0.78
C -0.98 0.05 0.20
N -1.15 2.50 1.04
H 2.02 -0.82 1.32
H -2.03 -0.25 0.20
H -0.86 -0.41 -1.96
C 1.21 -0.35 0.78
H 1.11 0.74 0.97
H 0.19 0.96 -1.51
C -0.96 1.38 0.80
C 0.71 -0.94 -0.49
*
```



4.
# C5H6N2

C5H6N2 in the gas phase in a non-equilibrium geometry (the ωB97M-V functional and the def2-TZVPD basis, the Open Molecules 2025 dataset).

Calculated values
HOMO level: -9.89 eV
energy above the lowest of the compared OMol25 structures with the same formula, charge and spin: 70.4 kcal/mol
DFT total energy: -8259.3057 eV
F_max: 0.0490 Eh/bohr

Structure (ORCA input):
```
! wB97M-V def2-TZVPD RIJCOSX def2/J DEFGRID3
* xyz 0 1
N -0.23 1.00 -0.79
H -0.34 -1.50 0.99
C 1.78 0.21 0.73
H -0.17 -0.83 -1.94
H -0.46 1.30 1.06
C -0.05 -0.45 -0.95
C 1.12 0.37 -0.56
C -0.86 -0.88 0.26
N 2.35 0.08 1.73
H -2.13 0.91 0.40
C -1.06 0.64 0.47
H -1.77 -1.41 -0.04
H 1.83 0.57 -1.36
*
```



5.
# C5H6N2

C5H6N2 in the gas phase in a non-equilibrium geometry (the ωB97M-V functional and the def2-TZVPD basis, the Open Molecules 2025 dataset).

Calculated values
HOMO level: -9.29 eV
energy above the lowest of the compared OMol25 structures with the same formula, charge and spin: 117.3 kcal/mol
DFT total energy: -8257.2718 eV
F_max: 0.0550 Eh/bohr

Structure (ORCA input):
```
! wB97M-V def2-TZVPD RIJCOSX def2/J DEFGRID3
* xyz 0 1
H 1.86 0.20 0.72
C 0.10 0.64 1.87
H 1.83 2.01 1.37
C -0.28 -0.46 -0.86
N -0.63 0.70 -0.53
C -1.36 -1.80 -2.85
C -0.94 -1.16 -1.94
H -0.31 1.14 2.78
N -0.06 1.40 0.59
C 1.29 1.07 1.09
H -0.09 -0.45 1.78
H 0.56 -1.04 -0.37
H -1.96 -2.26 -3.65
*
```



6.
# C5H6N2

A molecular structure, C5H6N2 (the ωB97M-V functional and the def2-TZVPD basis, the Open Molecules 2025 dataset).

Calculated values
HOMO level: -8.53 eV
energy above the lowest of the compared OMol25 structures with the same formula, charge and spin: 156.7 kcal/mol
DFT total energy: -8255.5619 eV
F_max: 0.0079 Eh/bohr

Structure (ORCA input):
```
! wB97M-V def2-TZVPD RIJCOSX def2/J DEFGRID3
* xyz 0 1
N 1.74 -1.63 1.13
C -0.94 -0.85 0.34
C 1.08 -0.70 0.77
H -1.87 -1.35 0.63
C 0.63 0.69 0.47
C 0.31 0.79 -1.03
H -2.00 0.55 -1.11
H 0.91 0.21 -1.74
C -1.06 0.27 -0.63
H 1.24 1.46 0.95
H 0.51 -1.84 0.74
N -0.82 0.56 0.82
H 0.27 1.84 -1.34
*
```



7.
# C5H6N2

C5H6N2 in the gas phase in a non-equilibrium geometry (the ωB97M-V functional and the def2-TZVPD basis, the Open Molecules 2025 dataset).

Calculated values
HOMO level: -8.70 eV
energy above the lowest of the compared OMol25 structures with the same formula, charge and spin: 128.4 kcal/mol
DFT total energy: -8256.7893 eV
F_max: 0.0611 Eh/bohr

Structure (ORCA input):
```
! wB97M-V def2-TZVPD RIJCOSX def2/J DEFGRID3
* xyz 0 1
H 1.24 1.31 -0.87
H 1.30 -0.74 -0.27
C -0.51 0.40 -0.03
H 0.41 -1.12 1.08
C 0.30 -0.84 0.07
N -2.70 -0.75 0.09
C -1.80 0.31 0.21
H 0.40 3.52 -0.09
C -3.18 0.51 -0.05
N -0.15 2.72 0.14
C 0.30 1.63 -0.37
H -0.07 -1.74 -0.38
H -3.18 -1.61 0.55
*
```



8.
# C5H6N2

C5H6N2 in the gas phase in a non-equilibrium geometry (the ωB97M-V functional and the def2-TZVPD basis, the Open Molecules 2025 dataset).

Calculated values
HOMO level (alpha / beta): -9.35 / -9.06 eV
energy above the lowest of the compared OMol25 structures with the same formula, charge and spin: 118.8 kcal/mol
DFT total energy: -8257.2069 eV
F_max: 0.0230 Eh/bohr

Structure (ORCA input):
```
! wB97M-V def2-TZVPD RIJCOSX def2/J DEFGRID3
* xyz 0 1
N -0.66 -0.86 0.68
H 1.11 0.82 -0.94
N -2.43 1.04 -1.39
C -0.54 -0.67 -0.77
H 1.41 -1.01 1.54
C -1.58 0.27 -1.19
C 0.92 -0.21 -0.61
H 0.70 1.71 0.93
C 0.70 -0.44 0.93
H 1.66 -0.89 -1.01
H -0.63 -1.59 -1.37
H -0.78 1.08 1.80
C 0.15 0.85 1.32
*
```



9.
# C5H6N2

C5H6N2 in the gas phase in a non-equilibrium geometry (the ωB97M-V functional and the def2-TZVPD basis, the Open Molecules 2025 dataset).

Calculated values
HOMO level: -8.26 eV
energy above the lowest of the compared OMol25 structures with the same formula, charge and spin: 164.0 kcal/mol
DFT total energy: -8255.2453 eV
F_max: 0.0882 Eh/bohr

Structure (ORCA input):
```
! wB97M-V def2-TZVPD RIJCOSX def2/J DEFGRID3
* xyz 0 1
N -1.61 -1.14 0.93
C 2.63 0.07 0.10
H -3.36 1.16 -0.92
H -3.54 -0.35 0.89
C -2.47 0.46 -0.61
C 0.33 -0.42 -0.26
H 2.23 -0.32 1.08
H 3.09 1.07 0.44
C 1.35 0.40 -0.60
C -0.54 -1.11 0.34
H 1.07 1.00 -1.53
H 3.48 -0.48 -0.24
N -2.66 -0.35 0.38
*
```